C16H34BCl2FN5O6P2 | the ωB97M-V functional and the def2-TZVPD basis

Net charge: +1
E_HOMO in eV: -12.31
Orbital gap in eV: 9.0

Cartesian coordinates (Å):
1 C -0.0249 -1.3321 6.2242
2 C -0.7673 -1.5572 4.9078
3 O -0.4050 -0.5368 3.9878
4 C -1.2483 -0.4879 2.8677
5 C -1.0255 0.8449 2.1498
6 C -0.2199 0.8957 0.8620
7 C 0.1317 2.4147 0.6736
8 C 1.1274 2.9455 1.7187
9 C 0.5565 4.0023 2.6657
10 Cl -0.2690 5.3210 1.8122
11 N 1.1506 0.2902 0.8230
12 Cl 1.4313 -1.2645 1.5630
13 C 1.2883 0.0032 -0.5732
14 N 2.3415 0.2725 -1.2773
15 P 3.9204 1.0161 -0.7844
16 N 4.0071 0.5692 0.8254
17 O 3.3631 2.5289 -0.6884
18 N 0.1443 -0.5993 -0.9972
19 C 0.0649 -0.9975 -2.4047
20 C 0.8704 -2.2842 -2.6413
21 C 0.4108 -3.4561 -1.8037
22 F -0.8432 -3.8569 -2.2147
23 C -0.9209 0.3031 -0.4342
24 B -2.2937 -0.5057 -0.1937
25 C -2.4011 -2.0514 -0.0282
26 O -3.4110 0.2926 -0.1170
27 P -1.3555 1.5178 -1.7950
28 O -0.1469 1.9675 -2.5058
29 O -2.2302 2.7081 -1.2237
30 O -2.3698 0.7568 -2.7574
31 H -0.7193 -1.2078 7.0505
32 H 0.6345 -2.1661 6.4460
33 H 0.5770 -0.4294 6.1582
34 H -0.5004 -2.5282 4.4830
35 H -1.8437 -1.5410 5.0928
36 H -1.0899 -1.3457 2.2096
37 H -2.2964 -0.5536 3.1849
38 H -2.0112 1.2383 1.8957
39 H -0.6345 1.5327 2.8936
40 H 0.5642 2.5797 -0.3102
41 H -0.7948 2.9708 0.7616
42 H 1.9742 3.4027 1.2130
43 H 1.5237 2.1564 2.3583
44 H 1.3832 4.4532 3.2101
45 H -0.0930 3.5722 3.4244
46 H 2.2945 0.0537 -2.2622
47 H 4.2032 1.3406 1.4496
48 H 4.6738 -0.1822 0.9382
49 H 4.0577 3.1317 -0.9711
50 H -0.9522 -1.2134 -2.7033
51 H 0.4564 -0.2354 -3.0787
52 H 0.8150 -2.5526 -3.6948
53 H 1.9318 -2.1394 -2.4209
54 H 0.3931 -3.1845 -0.7488
55 H 1.0958 -4.2950 -1.9164
56 H -2.6566 -2.5076 -0.9872
57 H -3.2061 -2.3191 0.6597
58 H -1.4925 -2.5171 0.3482
59 H -4.0133 0.0133 0.5752
60 H -2.6077 2.4719 -0.3665
61 H -1.8939 0.4065 -3.5289
62 C 0.1974 -1.4375 -7.0236
63 C -0.7007 -1.2441 -5.8977
64 N -1.4129 -1.1044 -5.0094
65 H -0.2745 -2.0580 -7.7832
66 H 0.4544 -0.4802 -7.4733
67 H 1.1160 -1.9270 -6.7036

C19H43AuN2O3PS2SbSi3 | the ωB97M-V functional and the def2-TZVPD basis

Multiplicity: 4
Energy above the lowest of the compared OMol25 structures with the same formula, charge and spin in kJ/mol: 12.0
Net charge: +1
E_HOMO (alpha / beta) in eV: -7.71 / -11.03
Orbital gap (alpha / beta) in eV: 5.8 / 5.5
Expectation value of S²: 3.777

Cartesian coordinates (Å):
1 Au 0.1601 0.1396 0.0341
2 C -3.1129 4.5713 -1.8577
3 C -3.4799 3.1771 -2.3006
4 O -3.4630 2.2244 -1.1860
5 P -2.1457 1.7511 -0.4903
6 S -0.5911 1.5225 -1.7429
7 S -2.3778 -0.0429 0.4073
8 O -1.7397 2.8398 0.5718
9 C -2.5907 3.1307 1.7247
10 C -2.1056 4.4195 2.3329
11 H -3.2409 5.2523 -2.6997
12 H -2.0759 4.6317 -1.5281
13 H -3.7650 4.9052 -1.0506
14 H -2.8070 2.7970 -3.0702
15 H -4.4999 3.1198 -2.6676
16 H -2.5008 2.2915 2.4142
17 H -3.6250 3.2055 1.3848
18 H -1.0636 4.3314 2.6372
19 H -2.7040 4.6515 3.2141
20 H -2.1983 5.2428 1.6255
21 N 2.2826 -3.9930 5.4266
22 C 3.0110 -3.2084 4.5518
23 O 4.2331 -3.2443 4.5469
24 C 2.2614 -2.3913 3.6003
25 C 0.8608 -2.4666 3.3761
26 C 0.2706 -1.7327 2.3959
27 N 0.9837 -0.8711 1.5850
28 C 2.3418 -0.7280 1.8500
29 C 2.9749 -1.4553 2.7984
30 H 2.8390 -4.4144 6.1534
31 H 1.3700 -3.6818 5.7123
32 H 0.2294 -3.1275 3.9567
33 H -0.7958 -1.7828 2.2128
34 H 2.8694 0.0110 1.2596
35 H 4.0357 -1.3265 2.9639
36 C -2.8451 -1.4516 -3.4124
37 Si -1.1898 -2.2920 -3.5477
38 C -1.3094 -3.9436 -4.4094
39 C 0.1165 -1.2341 -4.3519
40 Sb -0.3633 -2.7713 -1.1469
41 Si 2.1183 -3.5268 -1.1906
42 C 2.5346 -4.2349 0.4727
43 C 3.0863 -1.9956 -1.6232
44 C 2.2036 -4.7959 -2.5594
45 Si -1.8958 -4.4661 0.0848
46 C -3.4738 -3.5784 0.5256
47 C -2.1970 -5.8246 -1.1600
48 C -1.0002 -5.1035 1.5824
49 H -3.2230 -1.2270 -4.4138
50 H -2.7716 -0.5163 -2.8538
51 H -3.5775 -2.0898 -2.9136
52 H -1.6304 -3.7647 -5.4406
53 H -2.0397 -4.6084 -3.9484
54 H -0.3491 -4.4602 -4.4464
55 H -0.1956 -0.9930 -5.3722
56 H 1.0694 -1.7639 -4.4171
57 H 0.2768 -0.2962 -3.8201
58 H 2.2777 -3.5613 1.2926
59 H 3.6144 -4.4085 0.5179
60 H 2.0395 -5.1937 0.6356
61 H 2.9763 -1.2334 -0.8515
62 H 2.7737 -1.5752 -2.5814
63 H 4.1499 -2.2399 -1.6936
64 H 1.4771 -5.6006 -2.4304
65 H 3.1996 -5.2494 -2.5522
66 H 2.0523 -4.3461 -3.5426
67 H -3.9173 -3.0589 -0.3255
68 H -3.3226 -2.8536 1.3290
69 H -4.1964 -4.3193 0.8808
70 H -2.8171 -5.4869 -1.9913
71 H -2.7318 -6.6374 -0.6586
72 H -1.2710 -6.2389 -1.5630
73 H -0.5889 -4.3028 2.1969
74 H -0.1811 -5.7708 1.3103
75 H -1.7074 -5.6778 2.1887

C5H13NO | the ωB97M-V functional and the def2-TZVPD basis

Energy above the lowest of the compared OMol25 structures with the same formula, charge and spin in kJ/mol: 616.8
E_HOMO in eV: -8.39
Orbital gap in eV: 8.4

Cartesian coordinates (Å):
1 C -2.2813 -0.6170 0.3194
2 N -1.1098 -1.3672 -0.3192
3 C 0.0286 -0.5006 -0.3705
4 C 0.5825 0.2037 0.7181
5 C 3.6556 -0.2888 -0.7435
6 O 0.7164 1.5785 0.7605
7 C -2.2850 0.8479 -0.2508
8 H -3.2176 -1.1072 0.2070
9 H -2.1977 -0.5053 1.3874
10 H -1.0020 -2.2598 0.1922
11 H 0.2669 -0.2479 -1.3648
12 H 3.0294 -1.1860 -0.8211
13 H 0.7889 -0.1572 1.7488
14 H 3.7879 -0.0344 0.3033
15 H 4.6372 -0.5762 -1.1651
16 H 3.2920 0.6535 -1.1968
17 H 1.3306 0.8400 -0.0335
18 H -1.8683 0.8779 -1.2356
19 H -3.2839 1.1737 -0.2826
20 H -1.7287 1.6007 0.3747

C36H47MnN5OP2Si2 | the ωB97M-V functional and the def2-TZVPD basis

Multiplicity: 5
Net charge: -1
E_HOMO (alpha / beta) in eV: -1.83 / -2.73
Orbital gap (alpha / beta) in eV: 4.0 / 4.9
Expectation value of S²: 6.083

Cartesian coordinates (Å):
1 Mn 0.2334 -1.4767 0.7384
2 C -2.5401 -2.6273 3.3328
3 Si -1.9364 -0.8109 3.3167
4 C -3.4138 0.3131 3.7847
5 C -0.6142 -0.6827 4.7124
6 N -1.2142 -0.4766 1.7869
7 P -1.3945 0.6860 0.6531
8 C -0.3207 1.1401 -0.6036
9 P 0.4351 -0.0526 -1.5762
10 N 1.2177 -1.3746 -1.0325
11 Si 2.5388 -2.2512 -1.6973
12 C 4.2233 -1.3507 -1.4676
13 C 2.3945 -2.6469 -3.5676
14 C 2.5639 -3.8906 -0.7074
15 C -0.6417 -0.6560 -2.9339
16 C -1.1765 0.3008 -3.7891
17 C -2.0000 -0.0752 -4.8327
18 C -2.3126 -1.4133 -5.0191
19 C -1.8249 -2.3651 -4.1364
20 C -0.9988 -1.9906 -3.0906
21 C 1.6933 0.8513 -2.5620
22 C 1.8867 0.7273 -3.9339
23 C 2.9684 1.3355 -4.5453
24 C 3.8680 2.0806 -3.8010
25 C 3.6874 2.2077 -2.4335
26 C 2.6151 1.5848 -1.8227
27 C -1.5167 2.2912 1.5167
28 C -2.0083 3.4084 0.8476
29 C -1.9507 4.6570 1.4372
30 C -1.4167 4.8055 2.7095
31 C -0.9062 3.7010 3.3744
32 C -0.9394 2.4573 2.7713
33 C -3.1449 0.3950 0.1439
34 C -4.2601 1.0768 0.6157
35 C -5.5296 0.6799 0.2300
36 C -5.6982 -0.3884 -0.6345
37 C -4.5876 -1.0622 -1.1225
38 C -3.3239 -0.6713 -0.7280
39 H -2.7976 -2.9601 4.3350
40 H -1.7431 -3.2620 2.9497
41 H -3.4110 -2.7677 2.6983
42 H -3.7251 0.1238 4.8067
43 H -4.2619 0.1184 3.1370
44 H -3.1662 1.3664 3.7017
45 H -0.9151 -1.2770 5.5700
46 H -0.4453 0.3306 5.0680
47 H 0.3359 -1.0762 4.3603
48 H 4.3583 -0.5583 -2.1988
49 H 5.0500 -2.0462 -1.5829
50 H 4.3032 -0.9022 -0.4812
51 H 2.4090 -1.7349 -4.1548
52 H 1.4739 -3.1734 -3.7984
53 H 3.2249 -3.2626 -3.8986
54 H 2.1157 -3.7205 0.2732
55 H 3.5710 -4.2674 -0.5560
56 H 1.9909 -4.6701 -1.2006
57 H -0.9238 1.3403 -3.6165
58 H -2.3971 0.6723 -5.5090
59 H -2.9497 -1.7132 -5.8424
60 H -2.0856 -3.4067 -4.2776
61 H -0.6238 -2.7101 -2.3712
62 H 1.1784 0.1675 -4.5308
63 H 3.1162 1.2303 -5.6112
64 H 4.7038 2.5688 -4.2819
65 H 4.3959 2.7826 -1.8502
66 H 2.4646 1.6763 -0.7580
67 H -2.4263 3.2786 -0.1414
68 H -2.3152 5.5260 0.9080
69 H -1.3945 5.7788 3.1805
70 H -0.4736 3.8136 4.3614
71 H -0.5098 1.5953 3.2605
72 H -4.1364 1.9039 1.3002
73 H -6.3967 1.1990 0.6191
74 H -6.6901 -0.7062 -0.9211
75 H -4.7142 -1.8940 -1.8005
76 H -2.4370 -1.1983 -1.0662
77 C 4.3610 1.8805 2.4715
78 N 3.1945 1.0558 2.6382
79 C 3.3925 -0.3672 2.8332
80 C 2.1690 -0.9498 2.1235
81 O 1.8011 -2.1551 2.1101
82 N 1.5160 0.0343 1.4999
83 C 2.1106 1.1866 1.7512
84 N 1.7500 2.3916 1.2021
85 H 4.9289 1.8973 3.4040
86 H 4.0582 2.8942 2.2169
87 H 5.0211 1.5071 1.6751
88 H 3.4150 -0.6338 3.8960
89 H 4.3228 -0.7278 2.3668
90 H 0.8774 2.2547 0.6529
91 H 1.6955 3.1626 1.8557
92 C -0.7737 -2.9872 0.4872
93 H -0.3728 -4.0012 0.3142
94 H -1.8749 -3.0443 0.4873

C22H19HgNO12 | the ωB97M-V functional and the def2-TZVPD basis

Net charge: -2
E_HOMO in eV: -2.83
Orbital gap in eV: 6.3

Cartesian coordinates (Å):
1 Hg 11.4616 6.3930 13.7238
2 C 7.5750 5.7487 15.1300
3 C 6.2613 5.5587 14.5311
4 C 6.1044 5.7623 12.9800
5 O 4.9821 5.5727 12.5159
6 C 7.3559 6.0474 12.2534
7 C 8.5889 6.1883 12.8477
8 C 8.6622 6.1385 14.4215
9 O 9.8296 6.3119 15.0103
10 O 9.6962 6.3631 12.2491
11 O 5.2210 5.2180 15.0705
12 H 7.6494 5.5761 16.1860
13 H 7.3346 6.1141 11.1709
14 C 14.9383 8.2753 12.0115
15 C 13.9490 7.5081 12.6496
16 C 14.1947 6.0187 12.9092
17 O 13.4090 5.4411 13.7182
18 C 15.2897 5.3654 12.3523
19 C 16.2490 6.1100 11.6079
20 C 16.0149 7.6583 11.3102
21 O 16.7031 8.2522 10.5061
22 O 17.2778 5.5866 11.1302
23 O 12.8984 7.9487 13.0777
24 H 14.6559 9.3593 11.8540
25 H 15.5357 4.3012 12.4913
26 C 11.4616 9.5667 10.6680
27 O 11.2682 10.8709 10.0509
28 C 11.8845 10.9405 8.8690
29 C 13.4249 10.9074 9.0528
30 O 13.8968 11.3871 7.7798
31 C 15.3305 11.2364 7.6187
32 H 10.5161 9.1968 11.0907
33 H 12.2575 9.6486 11.3600
34 H 11.6844 8.7700 9.9089
35 H 11.6899 11.9650 8.4552
36 H 11.5122 10.2096 8.1029
37 H 13.7928 9.9420 9.2837
38 H 13.6971 11.5453 9.9143
39 H 15.7370 10.2676 7.7888
40 H 15.7833 12.0300 8.2745
41 H 15.5403 11.4506 6.6111
42 C 15.7788 7.0690 7.2904
43 C 15.4335 7.5090 6.0490
44 C 14.0894 7.8478 5.6979
45 C 13.1608 7.5311 6.6598
46 C 13.4502 6.9566 7.8606
47 C 14.7722 6.8056 8.2123
48 N 11.7347 7.6569 6.1876
49 O 11.5064 8.4528 5.2818
50 O 10.9285 6.8724 6.6400
51 H 16.8121 6.9028 7.5944
52 H 16.1953 7.5926 5.2413
53 H 13.9273 8.0742 4.6347
54 H 12.6549 6.6786 8.5759
55 H 15.0803 6.4056 9.1476